Record 1
Formula: C23H21N3O4S2
Source: the Open Molecules 2025 dataset
Level of theory: wB97M-V/def2-TZVPD

Structure (XYZ):
```
53
Properties=species:S:1:pos:R:3:mulliken_charge:R:1
C -4.92375 -2.07656 -1.81594 -1.007
H -4.63551 -1.95659 -2.85869 0.296
H -6.00152 -2.26182 -1.74961 0.321
O -4.57271 -0.86319 -1.19190 -0.292
C -4.59254 -0.79645 0.16174 0.750
C -5.30327 -1.63862 1.00634 -0.745
C -5.28229 -1.42078 2.37463 -0.663
C -4.55339 -0.37728 2.91404 -0.730
C -3.81587 0.44899 2.08051 -0.459
C -3.83053 0.24427 0.71369 0.368
N -3.02256 1.03502 -0.13978 0.210
S -2.02652 0.15301 -1.17741 1.646
O -1.83485 -1.15962 -0.63414 -0.731
O -2.37649 0.30380 -2.56024 -0.733
C -0.52449 1.09382 -0.88856 -0.104
C 0.12347 0.93337 0.32199 -0.623
C 1.26229 1.67037 0.58828 -0.164
C 1.73932 2.57295 -0.36067 0.033
C 1.05812 2.74993 -1.56039 -0.431
C -0.07234 1.99704 -1.83021 -0.446
H -0.60773 2.08974 -2.76217 0.563
H 1.42710 3.47154 -2.27366 0.451
C 2.93503 3.42192 -0.07333 -0.174
O 2.92142 4.62833 -0.20135 -0.651
N 4.04469 2.78458 0.39821 -0.073
C 4.33069 1.41579 0.45821 0.187
C 3.86711 0.53595 -0.51152 -0.179
C 4.17576 -0.80435 -0.37683 0.554
C 4.96718 -1.28376 0.69225 -0.401
C 5.45608 -0.38120 1.63116 -0.581
C 5.13541 0.95172 1.50819 -0.611
H 5.50290 1.66159 2.23450 0.418
H 6.07263 -0.73886 2.43949 0.443
N 5.18297 -2.63027 0.67420 -0.649
C 4.62290 -3.20481 -0.31579 0.748
C 4.67757 -4.65426 -0.60044 -1.113
H 5.11976 -4.82927 -1.58021 0.296
H 5.27331 -5.14947 0.16130 0.330
H 3.67239 -5.07349 -0.60676 0.293
S 3.72016 -2.12466 -1.40469 -0.250
H 3.28725 0.88210 -1.35088 0.621
H 4.76721 3.40780 0.73945 0.260
H 1.77712 1.55424 1.53046 0.429
H -0.27217 0.22261 1.02975 0.512
C -3.64520 2.17991 -0.76814 -0.983
H -4.36911 1.87890 -1.53076 0.336
H -4.14094 2.77755 -0.00408 0.371
H -2.85982 2.76961 -1.23791 0.309
H -3.21771 1.25316 2.48108 0.454
H -4.54408 -0.21430 3.98072 0.400
H -5.84366 -2.07832 3.02156 0.390
H -5.87818 -2.45813 0.60409 0.400
H -4.37262 -2.91353 -1.37975 0.404
```

Results
SMILES: COc1ccccc1N(C)S(=O)(=O)c1ccc(C(=O)Nc2ccc3nc(C)sc3c2)cc1
Kohn-Sham gap: 8.69 eV
LUMO level: 0.010 Eh
E_HOMO: -8.424 eV
Multiplicity: 1
Energy relative to the best compared isomer or geometry (same formula, charge and spin): 73.56 kJ/mol

Record 2
Formula: C7H2O
Source: the Open Molecules 2025 dataset
Level of theory: wB97M-V/def2-TZVPD

Structure (XYZ):
```
10
Properties=species:S:1:pos:R:3:mulliken_charge:R:1
C -3.12809 -0.10010 -0.01683 -0.200
C -1.80108 -0.52685 0.10014 0.350
C -0.63524 -0.58552 -0.03141 0.211
C 0.69621 -0.61721 -0.08424 -0.278
C 1.86960 -0.33809 -0.02479 0.492
C 3.13325 0.16597 0.05909 -0.277
C 4.24844 0.64086 -0.01219 -0.480
H -3.80960 -0.95087 0.10126 0.262
H 5.31879 0.58866 0.08226 0.347
O -3.47597 1.06597 -0.01527 -0.427
```

Results
SMILES: C#CC#CC#CC=O
Kohn-Sham gap: 8.62 eV
LUMO level: -0.039 Eh
E_HOMO: -9.674 eV
Multiplicity: 1
Energy relative to the best compared isomer or geometry (same formula, charge and spin): 0.00 kJ/mol

Record 3
Formula: C33H51I2N2O6P
Source: the Open Molecules 2025 dataset
Level of theory: wB97M-V/def2-TZVPD

Structure (XYZ):
```
95
Properties=species:S:1:pos:R:3:mulliken_charge:R:1
C -2.76823 3.49346 3.41649 -0.286
O -2.89388 3.75054 1.97394 -0.268
C -3.38811 2.57116 1.23661 -1.028
C -2.09841 1.80995 0.48786 1.404
O -2.36593 0.38813 0.57924 -0.547
C -1.13304 -0.42594 0.84900 1.424
C -0.14239 -0.34454 -0.41802 -0.245
C 1.01023 0.80534 -0.44211 0.882
C 1.52343 0.99595 -1.99868 -0.400
C 2.98580 0.33387 -2.32446 0.307
C 3.26516 -0.08090 -3.91902 -0.338
C 4.65266 -0.77292 -4.45732 -0.379
C 5.83997 -1.09291 -3.35794 -0.373
C 5.56869 -0.67787 -1.78539 -0.405
C 4.19129 0.03652 -1.25287 -0.313
C -1.78271 -1.97655 0.82327 -1.176
C -0.70888 -3.17708 1.00636 0.682
C 0.05125 -3.68618 2.36112 -0.316
C 1.16980 -4.91330 2.33673 -0.489
C 1.58809 -5.71382 0.93317 0.503
C 2.74773 -6.88457 1.01257 -0.978
C 0.78704 -5.24656 -0.42168 -0.611
C -0.31964 -4.02490 -0.38437 -0.471
P -0.44234 -0.26997 2.60178 0.101
O -1.89439 0.12110 3.56177 -0.543
I 1.03351 1.62131 3.05049 -0.163
C -2.04771 2.43431 -1.04253 0.502
C -1.88151 4.08856 -1.06503 -0.799
C -0.48687 4.63319 -0.40527 0.138
C -0.66456 6.05731 0.45388 -0.319
C 0.73740 6.89107 0.62689 -0.698
N 1.61548 6.44208 1.77392 0.005
C 2.82842 7.39630 1.75317 -0.794
C 0.97946 6.72445 3.13368 0.406
C 1.16634 5.58547 4.34145 -0.619
O 0.30130 7.83869 3.43909 -0.570
O -3.28230 2.15690 -1.83282 -0.379
C -2.98225 1.38492 -3.04610 -0.389
I -1.98363 2.50635 -4.64558 -0.027
H -3.55325 2.74758 3.86080 0.263
H -2.96717 4.53778 3.95731 0.222
H -1.65118 3.20967 3.72736 -0.067
H -4.19105 2.96101 0.47547 0.207
H -3.96543 1.79946 1.94134 0.274
H -1.15259 2.21316 1.03502 -0.524
H 0.41728 -1.35629 -0.71669 0.169
H -0.83141 -0.12413 -1.37097 -0.498
H 0.69287 1.86342 -0.06242 -0.884
H 1.88634 0.43445 0.27071 0.374
H 0.75323 0.49909 -2.75489 0.239
H 1.48179 2.16320 -2.23489 0.328
H 2.42055 0.15021 -4.72667 0.220
H 4.77396 -1.00474 -5.60691 0.276
H 6.82706 -1.58207 -3.77030 0.275
H 6.45197 -0.89732 -1.02240 0.257
H 4.02976 0.31502 -0.12026 0.217
H -2.48339 -2.13137 -0.12235 0.300
H -2.51528 -1.99705 1.76174 0.425
H -0.17998 -3.14354 3.37067 0.232
H 1.71407 -5.20802 3.35657 0.231
H 3.25029 -6.91902 -0.06868 0.277
H 3.59499 -6.45699 1.72579 0.350
H 2.33789 -7.92868 1.35958 0.244
H 1.04563 -5.81413 -1.43199 0.209
H -0.85436 -3.75276 -1.41139 0.237
H -2.16902 -0.67703 4.10076 0.313
H -1.15692 2.02304 -1.69433 -0.200
H -1.84762 4.38495 -2.22064 0.078
H -2.78892 4.64506 -0.58070 0.271
H 0.29591 4.82332 -1.28454 0.405
H 0.04086 3.89860 0.33714 -0.249
H -1.45275 6.72080 -0.12782 0.344
H -1.06959 5.72203 1.52556 -0.046
H 0.45789 8.03161 0.80973 0.392
H 1.40763 6.82096 -0.35784 0.333
H 2.52649 8.48396 1.37277 0.289
H 3.23741 7.56655 2.86174 0.310
H 3.73132 6.97750 1.13775 0.272
H 1.57591 6.06794 5.34901 0.314
H 1.95278 4.78135 3.97555 0.099
H 0.12216 5.10724 4.58925 0.177
H -2.37300 0.40085 -2.85318 0.209
H -4.02601 1.03227 -3.50325 0.417
C -1.56175 -9.74803 -2.63739 -1.302
C -1.19927 -8.69784 -1.62451 0.814
O -0.10493 -8.68025 -1.06571 -0.637
N -2.12780 -7.74258 -1.32975 -0.086
C -3.45756 -7.58925 -1.87040 -0.891
H -0.72147 -10.43664 -2.76483 0.292
H -2.42719 -10.31971 -2.29167 0.362
H -1.77439 -9.28067 -3.60259 0.347
H -1.80913 -7.07232 -0.63985 0.168
H -3.52044 -6.60511 -2.34124 0.274
H -4.16778 -7.63554 -1.04114 0.308
H -3.70164 -8.35992 -2.60269 0.339
```

Results
SMILES: COC[C@@H](O[C@](CCCc1ccccc1)(Cc1ccc(C)cc1)P(O)I)[C@H](CCCCN(C)C(C)=O)OCI.CNC(C)=O
Kohn-Sham gap: 8.06 eV
LUMO level: -0.008 Eh
E_HOMO: -8.271 eV
Multiplicity: 1